# 1
Molecular formula: C75H194N14O24
Method: DFT, ωB97M-V with the def2-TZVPD basis set

```
! RIJCOSX wB97M-V def2-TZVPD def2/J DEFGRID3
* xyz 0 1
C -38.670 25.765 -1.464
O -38.047 25.898 -2.688
H -39.336 24.873 -1.372
H -37.923 25.703 -0.688
H -39.239 26.647 -1.154
H -38.650 26.321 -3.277
C -25.269 22.453 7.181
C -25.882 22.571 5.764
C -27.432 22.778 5.780
O -28.017 21.592 6.143
C -29.413 21.548 5.991
N -25.350 23.756 5.043
H -24.215 22.225 7.168
H -25.818 21.687 7.735
H -25.229 23.461 7.679
H -25.799 21.658 5.170
H -27.831 23.031 4.784
H -27.639 23.646 6.386
H -29.777 20.580 6.443
H -29.706 21.719 4.958
H -29.896 22.372 6.615
H -24.347 23.691 5.086
H -25.570 23.740 4.044
C -35.432 25.839 4.614
C -36.855 26.437 4.710
C -37.851 25.506 3.979
O -37.486 25.405 2.628
C -38.184 24.418 1.915
N -37.155 26.668 6.133
H -35.183 25.549 3.628
H -35.360 25.075 5.375
H -34.744 26.630 4.851
H -36.885 27.405 4.188
H -38.857 25.921 4.123
H -37.866 24.520 4.526
H -38.154 23.418 2.439
H -37.690 24.311 0.958
H -39.254 24.589 1.833
H -37.106 25.779 6.571
H -38.089 27.010 6.282
C -30.791 17.212 6.261
C -31.513 16.984 7.605
C -30.942 17.932 8.686
O -31.127 19.288 8.232
C -30.762 20.250 9.167
N -32.933 17.170 7.429
H -31.077 16.469 5.528
H -29.700 17.058 6.487
H -30.905 18.203 5.840
H -31.306 15.930 7.957
H -29.872 17.658 8.871
H -31.558 17.833 9.635
H -31.068 21.183 8.757
H -29.691 20.272 9.432
H -31.336 20.118 10.118
H -33.178 18.142 7.630
H -33.505 16.640 8.087
C -27.617 13.128 2.482
C -28.350 14.474 2.849
C -29.908 14.449 2.884
O -30.434 14.387 1.561
C -31.844 14.483 1.407
N -27.895 15.036 4.134
H -27.707 12.445 3.362
H -26.582 13.321 2.247
H -28.088 12.687 1.629
H -28.081 15.162 2.063
H -30.137 15.367 3.416
H -30.335 13.615 3.473
H -31.969 14.134 0.382
H -32.248 15.538 1.510
H -32.481 13.779 2.018
H -27.085 15.631 3.939
H -27.662 14.415 4.930
C -35.642 21.700 5.107
C -35.731 20.335 4.382
C -34.455 19.509 4.539
O -34.683 18.287 3.805
C -33.625 17.339 3.938
N -36.899 19.689 4.871
H -34.716 22.240 4.913
H -35.744 21.549 6.212
H -36.466 22.381 4.814
H -35.768 20.464 3.280
H -34.248 19.296 5.655
H -33.578 20.039 4.160
H -33.356 17.269 5.005
H -32.767 17.693 3.312
H -33.938 16.306 3.698
H -37.062 19.752 5.865
H -36.923 18.729 4.604
C -28.324 22.435 -8.769
O -29.019 21.678 -7.804
C -28.787 20.275 -7.905
C -29.593 19.584 -6.822
N -29.267 20.157 -5.497
C -30.293 19.844 -4.500
C -29.747 20.290 -3.145
O -29.525 21.657 -3.156
C -28.587 22.097 -2.244
H -28.765 22.290 -9.764
H -27.250 22.222 -8.725
H -28.528 23.503 -8.651
H -27.750 20.064 -7.650
H -29.048 19.870 -8.892
H -29.320 18.550 -6.907
H -30.600 19.672 -7.211
H -29.214 21.167 -5.642
H -30.480 18.766 -4.514
H -31.267 20.344 -4.781
H -28.872 19.670 -2.974
H -30.416 20.100 -2.306
H -28.578 23.202 -2.224
H -27.582 21.781 -2.466
H -28.874 21.701 -1.240
C -23.798 23.632 1.356
O -25.109 23.409 1.941
C -25.657 22.140 1.604
C -27.095 22.092 2.019
N -27.845 22.955 1.105
C -29.285 22.710 1.074
C -30.130 22.925 2.327
O -30.110 24.277 2.708
C -30.891 24.464 3.883
H -23.620 24.710 1.404
H -23.747 23.392 0.260
H -22.959 23.197 1.929
H -25.060 21.335 2.041
H -25.511 22.045 0.534
H -27.165 22.349 3.102
H -27.412 21.050 1.961
H -27.600 23.925 1.205
H -29.410 21.640 0.786
H -29.776 23.384 0.356
H -29.783 22.325 3.173
H -31.190 22.636 2.204
H -30.851 25.529 4.106
H -30.456 23.830 4.625
H -31.940 24.149 3.736
C -38.396 21.649 -0.593
O -37.175 20.946 -0.758
C -37.167 20.090 -1.914
C -35.718 19.659 -2.046
N -35.183 18.932 -0.892
C -35.888 17.616 -0.687
C -35.540 16.816 0.603
O -36.205 15.513 0.598
C -36.259 14.859 1.856
H -39.271 20.994 -0.696
H -38.517 22.427 -1.360
H -38.391 22.065 0.424
H -37.478 20.574 -2.827
H -37.826 19.227 -1.758
H -35.112 20.573 -2.238
H -35.454 19.065 -2.950
H -35.503 19.475 -0.113
H -35.585 17.005 -1.563
H -36.984 17.800 -0.671
H -35.731 17.279 1.554
H -34.496 16.575 0.632
H -36.950 14.052 1.711
H -36.528 15.552 2.656
H -35.294 14.389 2.204
C -30.633 11.078 7.833
O -29.570 11.042 6.883
C -29.606 12.058 5.967
C -29.125 13.417 6.548
N -27.704 13.551 6.913
C -27.538 14.618 7.910
C -27.294 15.945 7.188
O -27.466 16.952 8.142
C -27.105 18.221 7.551
H -30.379 10.342 8.596
H -31.600 10.788 7.437
H -30.706 12.140 8.191
H -30.629 12.263 5.576
H -29.059 11.683 5.109
H -29.725 13.792 7.356
H -29.360 14.173 5.785
H -27.598 12.659 7.404
H -26.641 14.426 8.479
H -28.401 14.598 8.618
H -28.096 15.973 6.451
H -26.286 16.008 6.680
H -27.020 18.908 8.391
H -27.835 18.698 6.903
H -26.155 18.061 7.026
C -25.828 27.196 4.059
O -26.303 27.413 2.753
C -26.998 26.374 2.191
C -27.399 26.799 0.754
N -28.663 26.116 0.432
C -29.348 26.657 -0.726
C -30.746 25.968 -0.824
O -30.577 24.647 -1.420
C -31.857 24.036 -1.639
H -25.056 27.881 4.406
H -25.349 26.229 4.045
H -26.599 27.083 4.804
H -27.910 26.254 2.854
H -26.544 25.382 2.125
H -26.700 26.531 -0.047
H -27.582 27.864 0.766
H -29.334 26.072 1.199
H -28.748 26.341 -1.608
H -29.333 27.762 -0.734
H -31.384 26.513 -1.529
H -31.165 25.789 0.210
H -31.670 23.276 -2.426
H -32.614 24.706 -2.043
H -32.254 23.587 -0.707
C -34.420 34.859 3.018
O -35.325 33.929 3.576
C -34.960 32.536 3.340
C -34.678 32.212 1.871
N -34.397 30.839 1.758
C -33.854 30.274 0.524
C -33.596 28.801 0.560
O -34.850 28.183 0.790
C -34.751 26.774 0.866
H -34.744 35.799 3.359
H -34.531 34.812 1.937
H -33.368 34.634 3.316
H -35.700 31.885 3.767
H -33.994 32.409 3.838
H -33.769 32.733 1.593
H -35.503 32.509 1.232
H -35.080 30.249 2.174
H -32.885 30.801 0.404
H -34.446 30.470 -0.359
H -32.936 28.609 1.407
H -33.205 28.387 -0.382
H -34.158 26.433 0.005
H -35.692 26.289 0.816
H -34.167 26.466 1.742
C -28.125 19.185 3.959
O -29.001 19.384 2.771
C -29.665 18.205 2.303
C -30.569 18.489 1.130
N -31.763 19.170 1.654
C -32.431 19.992 0.637
C -33.453 20.908 1.295
O -33.882 21.810 0.341
C -34.822 22.766 0.736
H -28.699 19.025 4.853
H -27.653 20.178 3.959
H -27.463 18.354 3.786
H -30.251 17.832 3.137
H -28.923 17.456 1.943
H -30.800 17.486 0.746
H -30.081 19.068 0.364
H -31.356 19.854 2.301
H -32.968 19.378 -0.070
H -31.765 20.571 0.047
H -33.022 21.350 2.232
H -34.248 20.336 1.694
H -35.681 22.311 1.289
H -35.186 23.210 -0.206
H -34.396 23.520 1.403
C -26.570 10.871 -2.201
O -27.462 11.887 -2.623
C -28.217 12.358 -1.500
C -29.195 13.489 -1.817
N -28.476 14.697 -2.317
C -29.359 15.560 -3.102
C -30.461 16.124 -2.276
O -31.124 17.156 -2.982
C -32.202 17.640 -2.196
H -25.922 10.555 -2.994
H -27.159 10.083 -1.691
H -25.834 11.330 -1.473
H -27.544 12.698 -0.670
H -28.818 11.518 -1.072
H -29.650 13.628 -0.827
H -29.972 13.213 -2.550
H -27.644 14.441 -2.784
H -29.767 15.053 -3.998
H -28.777 16.453 -3.421
H -30.020 16.548 -1.369
H -31.178 15.367 -1.954
H -32.622 18.535 -2.708
H -31.834 17.939 -1.216
H -32.979 16.879 -2.052
C -24.101 14.643 3.884
O -24.980 15.273 3.013
C -24.371 15.437 1.741
C -25.334 16.176 0.876
N -25.483 17.564 1.397
C -26.448 18.412 0.717
C -25.838 19.196 -0.467
O -25.500 18.410 -1.588
C -26.579 18.202 -2.453
H -23.151 15.176 4.032
H -23.854 13.640 3.520
H -24.536 14.583 4.900
H -24.077 14.480 1.394
H -23.447 15.975 1.934
H -26.275 15.666 0.752
H -24.954 16.222 -0.153
H -25.739 17.487 2.367
H -26.891 19.117 1.397
H -27.325 17.802 0.397
H -24.858 19.560 -0.128
H -26.430 20.070 -0.796
H -27.358 17.596 -1.975
H -26.208 17.703 -3.344
H -27.090 19.139 -2.684
*
```

Results
**Electronic energy**: -150905.1325 eV
**HOMO-LUMO gap**: 8.75 eV
**Largest force on an atom**: 0.0582 Eh/bohr
**Relative energy (zero: lowest compared OMol25 entry of this formula, charge and spin)**: 0.0 kcal/mol
**Highest occupied orbital energy**: -8.3 eV
**LUMO level**: 0.468 eV

These are the Mulliken partial charges, in e, on atoms 1 to 6:
1. C -0.16
2. O -0.51
3. H 0.20
4. H -0.17
5. H 0.39
6. H 0.31

# 2
Molecular formula: C36H46N8O6P
Method: DFT, ωB97M-V with the def2-TZVPD basis set

```
! RIJCOSX wB97M-V def2-TZVPD def2/J DEFGRID3
* xyz 1 1
C -3.704 -2.269 -6.414
O -3.876 -0.876 -6.127
C -3.512 -0.628 -4.782
C -4.027 0.776 -4.375
C -4.336 0.801 -2.841
C -5.503 1.770 -2.517
O -5.875 1.557 -1.126
C -5.475 2.597 -0.308
O -6.313 3.250 0.238
C -3.983 2.803 -0.094
C -3.279 1.796 0.599
N -3.912 0.633 1.053
C -1.908 1.998 0.800
C -1.023 0.970 1.492
C -0.172 0.303 0.335
C -1.122 -0.305 -0.727
C -0.401 -1.178 -1.811
N 0.576 -0.426 -2.604
N -1.300 3.116 0.377
C -1.978 4.079 -0.283
O -1.230 5.190 -0.657
C -0.309 4.809 -1.544
N 0.471 4.778 -2.401
C -3.318 3.975 -0.568
P -4.037 5.422 -1.538
O -3.471 5.229 -3.097
O -5.679 5.317 -1.616
H -3.313 -2.434 -7.427
H -4.691 -2.763 -6.343
H -3.014 -2.737 -5.689
H -2.414 -0.670 -4.634
H -3.981 -1.398 -4.139
H -3.228 1.517 -4.555
H -4.913 1.076 -4.954
H -4.521 -0.211 -2.454
H -3.439 1.189 -2.315
H -5.227 2.821 -2.699
H -6.383 1.467 -3.105
H -4.119 0.669 2.046
H -4.725 0.387 0.498
H -1.641 0.187 1.957
H -0.369 1.474 2.221
H 0.368 1.146 -0.149
H 0.572 -0.405 0.725
H -1.681 0.460 -1.304
H -1.871 -0.908 -0.180
H 0.050 -2.032 -1.278
H -1.213 -1.497 -2.489
H 0.206 -0.150 -3.504
H 0.894 0.401 -2.113
H -0.305 3.232 0.564
H -3.303 4.284 -3.249
H -5.889 4.932 -2.487
N -1.204 -2.405 3.055
C -0.225 -1.932 3.837
C 0.296 -2.619 4.922
C -0.228 -3.867 5.217
C -1.244 -4.375 4.425
C -1.693 -3.608 3.363
H 0.152 -0.951 3.567
H 1.090 -2.188 5.517
H 0.150 -4.436 6.057
H -1.679 -5.344 4.626
H -2.483 -3.968 2.714
N 2.973 -2.597 -0.453
C 3.035 -2.730 -1.780
C 3.482 -3.876 -2.419
C 3.893 -4.944 -1.639
C 3.838 -4.827 -0.259
C 3.372 -3.640 0.280
H 2.706 -1.865 -2.346
H 3.509 -3.928 -3.499
H 4.250 -5.857 -2.100
H 4.150 -5.639 0.384
H 3.309 -3.504 1.354
N 7.383 -0.201 -1.088
C 6.156 -0.705 -0.941
C 5.245 -0.247 -0.002
C 5.628 0.786 0.831
C 6.897 1.325 0.701
C 7.732 0.797 -0.274
H 5.902 -1.517 -1.614
H 4.261 -0.689 0.075
H 4.938 1.164 1.576
H 7.233 2.134 1.337
H 8.733 1.187 -0.419
N 2.712 0.124 5.496
C 3.099 0.585 6.688
C 4.304 1.237 6.908
C 5.158 1.418 5.832
C 4.774 0.946 4.588
C 3.548 0.312 4.476
H 2.401 0.418 7.500
H 4.565 1.591 7.896
H 6.109 1.920 5.961
H 5.410 1.064 3.722
H 3.207 -0.073 3.519
*
```

Results
**Electronic energy**: -71563.5701 eV
**HOMO-LUMO gap**: 6.43 eV
**Largest force on an atom**: 0.0628 Eh/bohr
**Highest occupied orbital energy**: -11.1 eV
**LUMO level**: -4.711 eV

These are the Mulliken partial charges, in e, on atoms 1 to 6:
1. C -0.68
2. O -0.45
3. C -0.65
4. C -0.52
5. C 0.49
6. C -0.34